{
  "formula": "FHOS",
  "method": "ωB97M-V/def2-TZVPD",
  "e_homo_ev": -10.995,
  "e_above_lowest_kj_mol": 919.1,
  "energy_ev": -15605.5216,
  "charge": 0,
  "symbols": ["H", "O", "F", "S"],
  "xyz": [[-1.3412, 0.0612, -1.2138], [0.1568, -0.7247, 0.0876], [-0.7948, 0.9189, -3.1898], [0.4525, -0.1584, 1.8263]],
  "atomic_forces_ev_per_a": [[1.46, 0.86, -2.05], [0.68, 2.66, 6.96], [-0.78, -1.14, 2.68], [-1.36, -2.38, -7.58]],
  "nbo_charge": [0.49, -0.55, -0.56, 0.62]
}

{
  "formula": "C16H28N2P",
  "method": "ωB97M-V/def2-TZVPD",
  "e_homo_ev": -7.924,
  "energy_ev": -29301.5816,
  "charge": 1,
  "symbols": ["C", "C", "C", "C", "P", "H", "H", "H", "H", "H", "H", "H", "H", "H", "H", "H", "H", "H", "H", "C", "N", "C", "C", "C", "C", "C", "C", "C", "C", "N", "C", "C", "C", "H", "H", "H", "H", "H", "H", "H", "H", "H", "H", "H", "H", "H", "H"],
  "xyz": [[5.1360, -0.5606, 3.8085], [4.6378, 0.4046, 2.7122], [3.6853, 1.4744, 3.2402], [2.3002, 1.0024, 3.7346], [1.4900, -0.5024, 2.8680], [4.5418, -0.4940, 4.7151], [5.1493, -1.5813, 3.4388], [6.1689, -0.3177, 4.0568], [5.5207, 0.9284, 2.3401], [4.2505, -0.1577, 1.8690], [4.1985, 1.9194, 4.0977], [3.6037, 2.2875, 2.5171], [1.6089, 1.8310, 3.5598], [2.2778, 0.8368, 4.8097], [0.2909, 0.3819, 2.4562], [2.0917, -0.1592, 1.5618], [2.5655, -1.4177, 3.2275], [0.7498, -0.7981, 4.1080], [0.7835, -1.6243, 2.2250], [-5.3398, -3.4130, -4.1572], [-4.3693, -2.4459, -3.6007], [-4.0483, -1.3544, -4.3223], [-3.1799, -0.4147, -3.8293], [-2.6211, -0.5797, -2.5592], [-2.9585, -1.7317, -1.8450], [-3.8294, -2.6455, -2.3852], [-1.7214, 0.4218, -1.9659], [-2.0234, 0.9905, -0.7336], [-1.1499, 1.8814, -0.1558], [0.0032, 2.2042, -0.7704], [0.3132, 1.6894, -1.9763], [-0.5287, 0.8063, -2.5960], [0.9558, 3.0803, -0.0752], [-4.9706, -3.7651, -5.1168], [-6.2966, -2.9107, -4.2764], [-5.4458, -4.2486, -3.4745], [-4.5138, -1.2557, -5.2922], [-2.9580, 0.4558, -4.4304], [-2.5393, -1.9246, -0.8667], [-4.1123, -3.5448, -1.8588], [-2.9360, 0.7439, -0.2094], [-1.3420, 2.3293, 0.8069], [1.2569, 1.9883, -2.4081], [-0.2379, 0.3929, -3.5515], [1.2077, 3.9557, -0.6684], [1.8287, 2.4548, 0.1103], [0.5055, 3.3861, 0.8622]],
  "atomic_forces_ev_per_a": [[0.25, 0.24, -0.43], [0.58, -0.01, 0.29], [-0.01, -0.34, 0.40], [0.15, 0.43, -0.72], [-0.43, -0.25, 0.50], [-0.13, -0.16, 0.05], [-0.16, -0.19, 0.16], [0.02, 0.03, 0.22], [0.01, 0.06, -0.20], [-0.31, 0.04, -0.02], [0.04, 0.21, 0.01], [-0.16, -0.03, -0.21], [-0.21, 0.00, 0.08], [0.13, -0.33, 0.10], [-0.50, 0.36, -0.43], [0.19, 0.11, -0.16], [0.12, 0.13, -0.01], [0.11, -0.04, -0.03], [-0.07, 0.05, -0.22], [0.07, 0.11, -0.03], [-0.05, -0.14, 0.03], [0.07, 0.05, 0.06], [0.13, 0.00, -0.08], [-0.17, -0.13, -0.02], [-0.02, 0.10, 0.14], [0.02, 0.11, -0.01], [0.12, 0.20, 0.28], [-0.07, -0.37, -0.12], [0.20, -0.15, 0.28], [-0.33, 0.35, -0.04], [-0.10, -0.19, 0.00], [0.02, 0.04, -0.20], [0.25, -0.33, 0.12], [-0.04, -0.02, -0.01], [-0.02, -0.05, -0.03], [0.02, 0.00, 0.02], [-0.05, -0.05, 0.01], [0.01, 0.01, 0.01], [0.02, 0.01, 0.01], [-0.04, -0.03, -0.06], [0.02, -0.01, 0.04], [0.06, 0.02, 0.00], [0.03, 0.03, 0.06], [0.00, -0.01, 0.00], [-0.07, -0.09, -0.14], [0.14, 0.26, 0.25], [0.14, -0.02, 0.08]],
  "nbo_charge": [-0.61, -0.40, -0.40, -0.71, 0.45, 0.21, 0.21, 0.20, 0.19, 0.21, 0.20, 0.18, 0.19, 0.21, -0.22, -0.22, -0.09, -0.16, -0.14, -0.41, -0.26, 0.09, -0.20, 0.06, -0.22, 0.11, -0.02, -0.19, 0.09, -0.25, 0.09, -0.22, -0.41, 0.24, 0.24, 0.24, 0.25, 0.26, 0.27, 0.25, 0.25, 0.26, 0.25, 0.25, 0.23, 0.26, 0.24]
}

{
  "formula": "C9H19N5O3",
  "method": "ωB97M-V/def2-TZVPD",
  "e_homo_ev": -9.078,
  "e_above_lowest_kj_mol": 258.1,
  "smiles": "[H]/N=C(\\N)NCCC[C@H](N)C(=O)N[C@@H](C)C(=O)O",
  "energy_ev": -23233.2741,
  "charge": 0,
  "symbols": ["H", "N", "C", "N", "N", "C", "C", "C", "C", "N", "C", "O", "N", "C", "C", "C", "O", "O", "H", "H", "H", "H", "H", "H", "H", "H", "H", "H", "H", "H", "H", "H", "H", "H", "H", "H"],
  "xyz": [[-3.1144, 0.6557, -3.1246], [-2.1644, 0.5112, -2.9505], [-1.5027, -0.2560, -3.7196], [-1.8049, -1.0923, -4.8494], [-0.1339, -0.6087, -3.4981], [0.7729, -0.1292, -2.4582], [0.9248, -1.1001, -1.1688], [-0.2984, -1.5158, -0.4590], [-1.1070, -0.5776, 0.3477], [-1.1916, 0.7783, -0.2977], [-0.3607, -0.4101, 1.6620], [-0.3239, -1.2676, 2.5473], [0.2273, 0.9021, 1.7948], [1.2006, 1.2172, 2.8089], [0.5751, 1.9227, 3.9753], [2.3000, 0.2733, 3.4849], [2.8625, -0.6621, 3.0115], [2.3119, 0.5450, 4.8193], [-2.7581, -1.3356, -5.0657], [-1.4096, -2.0083, -4.7859], [0.3934, -0.7348, -4.4007], [0.3525, 0.8129, -2.1146], [1.7333, 0.0774, -2.9165], [1.4578, -1.9224, -1.6441], [1.5851, -0.5206, -0.5038], [-0.0360, -2.3500, 0.2276], [-0.9083, -1.9812, -1.3013], [-2.0718, -1.0356, 0.5449], [-1.5802, 0.5132, -1.2851], [-1.9431, 1.3727, 0.0897], [0.0691, 1.4404, 0.9686], [1.8350, 1.9079, 2.2602], [-0.0703, 2.8609, 3.6753], [1.2769, 2.4723, 4.5059], [-0.0400, 1.3238, 4.6152], [2.9412, -0.0789, 5.2045]],
  "atomic_forces_ev_per_a": [[-1.67, -0.13, -0.62], [1.93, -0.34, -0.54], [2.08, -2.43, -0.31], [-1.50, 0.72, 0.03], [0.70, 0.16, -1.28], [-1.68, 0.28, 1.57], [1.65, 2.58, -2.10], [-0.91, -3.05, -1.86], [0.27, 2.42, 0.81], [-1.75, -1.56, -1.95], [0.39, 1.56, 2.17], [0.26, 1.23, -1.33], [-0.62, -4.98, 0.68], [1.00, 1.19, 0.44], [-2.80, 3.29, -1.33], [-3.01, -0.93, -0.35], [0.79, 0.13, -0.51], [0.99, -0.24, -0.36], [-0.61, 1.03, 0.14], [1.00, -0.11, 0.39], [-1.31, -0.02, 1.41], [0.31, 0.23, 0.15], [0.22, -0.21, 0.12], [0.05, -0.48, 0.76], [0.18, -0.43, -0.15], [-0.22, 0.29, -0.48], [0.10, 0.37, 1.14], [-0.16, -0.02, 0.23], [0.89, 1.33, 1.78], [0.40, -0.71, 0.10], [0.54, 0.54, -0.47], [0.36, 0.56, 0.26], [0.63, -2.04, -0.20], [1.52, 0.38, 1.41], [-0.13, -0.49, 0.24], [0.10, -0.13, 0.04]],
  "nbo_charge": [0.37, -0.79, 0.62, -0.85, -0.66, -0.22, -0.40, -0.42, -0.15, -0.92, 0.69, -0.62, -0.65, -0.15, -0.60, 0.80, -0.57, -0.69, 0.38, 0.39, 0.39, 0.22, 0.20, 0.21, 0.21, 0.25, 0.20, 0.21, 0.42, 0.36, 0.44, 0.22, 0.19, 0.22, 0.23, 0.50]
}

{
  "formula": "C9H14O",
  "method": "ωB97M-V/def2-TZVPD",
  "e_homo_ev": [-12.843, -12.839],
  "e_above_lowest_kj_mol": 259.9,
  "spin_multiplicity": 2,
  "energy_ev": -11596.8740,
  "charge": 1,
  "symbols": ["C", "C", "O", "H", "H", "H", "H", "H", "H", "C", "C", "C", "C", "C", "C", "C", "H", "H", "H", "H", "H", "H", "H", "H"],
  "xyz": [[0.0265, 3.5457, 1.7356], [0.6721, 2.4200, 0.9394], [-0.4117, 4.5328, 0.8543], [-0.6801, 3.3393, 2.5625], [0.5979, 4.1095, 2.4963], [0.6014, 2.6936, -0.1184], [-1.2932, 4.3966, 0.4844], [0.1557, 1.4597, 0.7449], [1.6704, 2.1994, 1.3872], [0.1090, -1.0588, -2.9110], [-1.0549, -2.7752, 0.2656], [-0.1985, -2.2368, 1.2621], [-0.9834, -2.4567, -1.1019], [0.0073, -1.5714, -1.4938], [0.8399, -1.4990, 0.7995], [0.9507, -1.1103, -0.5260], [-1.8396, -3.5326, 0.4165], [-0.3391, -2.4854, 2.3607], [-1.7440, -2.9895, -1.7070], [1.6529, -1.2616, 1.4836], [1.0702, -0.9845, -3.3955], [-0.4847, -0.1358, -2.9540], [1.9491, -0.6035, -0.8185], [-0.3641, -1.8047, -3.5554]],
  "atomic_forces_ev_per_a": [[-0.80, 0.56, 1.67], [0.35, -0.94, 0.20], [-0.69, 1.07, -0.56], [-0.94, -1.07, -1.12], [1.51, -0.37, -1.14], [1.28, 0.84, 0.21], [0.18, -0.28, 0.34], [-0.41, 0.09, 1.44], [-0.49, 0.08, -1.05], [-1.08, -1.35, 0.06], [-1.60, -0.89, -1.79], [-0.57, -0.79, 1.35], [-0.25, -0.45, 1.42], [-0.15, 0.46, -2.13], [1.50, 0.78, 0.97], [2.41, 0.05, 0.46], [0.49, 0.48, 0.89], [0.26, 0.29, -1.63], [0.93, 0.87, -0.17], [-0.29, 0.32, -0.11], [0.67, 0.61, 0.67], [0.31, 0.02, -0.22], [-2.12, -0.61, 0.18], [-0.51, 0.24, 0.05]],
  "nbo_charge": [-0.10, -0.66, -0.72, 0.18, 0.20, 0.24, 0.47, 0.18, 0.22, -0.68, 0.00, -0.06, -0.28, 0.18, -0.26, 0.00, 0.25, 0.27, 0.27, 0.26, 0.26, 0.28, 0.27, 0.25]
}

{
  "formula": "C22H31N3O3",
  "method": "ωB97M-V/def2-TZVPD",
  "e_homo_ev": -7.048,
  "e_above_lowest_kj_mol": 348.0,
  "smiles": "COc1ccc(N2CCN([C@H](CNC(=O)C(C)(C)C)c3ccco3)CC2)cc1",
  "energy_ev": -33929.4248,
  "charge": 0,
  "symbols": ["C", "O", "C", "C", "C", "C", "N", "C", "C", "N", "C", "C", "N", "C", "O", "C", "C", "C", "C", "C", "C", "C", "C", "O", "C", "C", "C", "C", "H", "H", "H", "H", "H", "H", "H", "H", "H", "H", "H", "H", "H", "H", "H", "H", "H", "H", "H", "H", "H", "H", "H", "H", "H", "H", "H", "H", "H", "H", "H"],
  "xyz": [[7.1882, 0.0913, -0.6026], [6.0600, 0.6189, 0.0448], [4.9419, -0.1685, 0.1377], [3.8450, 0.3929, 0.7852], [2.6676, -0.3087, 0.9298], [2.5349, -1.6109, 0.4375], [1.3939, -2.3913, 0.6274], [0.8512, -3.1291, -0.4933], [-0.1442, -2.2718, -1.2885], [-1.2234, -1.8695, -0.4051], [-2.4041, -1.3739, -1.0907], [-2.2720, -0.0021, -1.8123], [-2.2735, 1.1494, -0.9475], [-1.1907, 1.9437, -0.8024], [-0.1433, 1.7098, -1.3745], [-1.3242, 3.1386, 0.1515], [-0.7676, 4.3626, -0.5838], [-0.4363, 2.8208, 1.3622], [-2.7511, 3.4290, 0.6164], [-3.6117, -1.4147, -0.2000], [-4.0324, -0.7017, 0.8879], [-5.2913, -1.2353, 1.2588], [-5.5478, -2.2295, 0.3694], [-4.5430, -2.3421, -0.5121], [-0.6813, -1.0503, 0.6638], [0.3124, -1.9098, 1.4555], [3.6492, -2.1665, -0.1942], [4.8288, -1.4630, -0.3513], [7.9433, 0.8757, -0.5691], [7.5703, -0.7981, -0.0891], [6.9749, -0.1588, -1.6477], [3.9333, 1.3988, 1.1649], [1.8457, 0.1804, 1.4270], [1.6487, -3.4605, -1.1554], [0.3275, -4.0065, -0.0998], [-0.5540, -2.8613, -2.1117], [0.3955, -1.4035, -1.7037], [-2.6073, -2.1070, -1.8828], [-3.1001, 0.0847, -2.5244], [-1.3281, 0.0207, -2.3617], [-3.1293, 1.3528, -0.4615], [-0.6829, 5.2084, 0.0946], [-1.4207, 4.6402, -1.4088], [0.2150, 4.1318, -0.9864], [-0.4105, 3.6681, 2.0440], [-0.8143, 1.9531, 1.9009], [0.5768, 2.6084, 1.0294], [-3.4203, 3.5824, -0.2286], [-3.1430, 2.6334, 1.2482], [-2.7503, 4.3423, 1.2088], [-3.5243, 0.0967, 1.3893], [-5.9094, -0.9163, 2.0727], [-6.3766, -2.9002, 0.2612], [-1.4919, -0.7369, 1.3203], [-0.1594, -0.1668, 0.2701], [0.7128, -1.3620, 2.3082], [-0.2205, -2.7905, 1.8314], [3.6090, -3.1815, -0.5597], [5.6548, -1.9460, -0.8501]],
  "atomic_forces_ev_per_a": [[0.15, -0.08, -0.09], [-0.32, 0.05, 0.13], [-0.11, 0.09, 0.10], [0.36, -0.02, -0.12], [-0.10, -0.11, -0.04], [0.44, 0.07, 0.00], [-0.21, -0.27, 0.20], [-0.11, 0.05, -0.40], [0.18, -0.25, 0.03], [-0.05, -0.10, -0.02], [-0.16, 0.20, -0.18], [0.08, -0.46, -0.13], [-0.33, -0.17, 0.09], [-0.26, 0.25, 0.19], [0.37, -0.01, -0.10], [0.16, 0.14, 0.03], [0.03, -0.21, 0.01], [-0.04, -0.01, -0.19], [0.21, -0.05, -0.09], [0.33, 0.58, 0.24], [0.25, -0.15, -0.42], [-0.28, -0.46, -0.28], [-0.42, 0.38, 0.74], [0.15, -0.27, -0.38], [0.13, -0.13, 0.31], [-0.16, 0.25, 0.06], [-0.21, 0.05, 0.01], [0.26, 0.20, -0.08], [-0.01, -0.09, -0.03], [-0.02, 0.02, -0.03], [0.01, -0.01, 0.04], [0.00, 0.13, 0.05], [-0.12, 0.03, 0.02], [-0.02, -0.04, 0.05], [0.02, 0.00, -0.11], [0.00, 0.01, -0.03], [-0.03, -0.03, -0.05], [0.00, 0.14, 0.08], [0.10, -0.03, 0.01], [-0.16, -0.01, -0.02], [0.06, 0.14, 0.00], [-0.04, 0.09, 0.09], [-0.05, 0.08, -0.10], [0.06, 0.03, -0.03], [-0.03, 0.09, 0.08], [-0.02, -0.11, 0.10], [0.11, -0.02, 0.00], [-0.11, 0.03, -0.05], [-0.10, -0.10, 0.08], [-0.03, 0.05, 0.06], [0.19, 0.13, 0.03], [-0.18, 0.00, 0.15], [-0.06, -0.14, -0.10], [0.03, 0.05, 0.05], [-0.03, 0.03, 0.04], [-0.01, -0.02, 0.01], [-0.02, 0.11, 0.04], [-0.01, -0.09, 0.01], [0.09, -0.01, -0.03]],
  "nbo_charge": [-0.25, -0.50, 0.27, -0.25, -0.20, 0.13, -0.44, -0.21, -0.24, -0.45, -0.08, -0.25, -0.63, 0.70, -0.65, -0.15, -0.60, -0.60, -0.61, 0.29, -0.33, -0.31, 0.09, -0.40, -0.25, -0.21, -0.22, -0.29, 0.20, 0.17, 0.17, 0.22, 0.20, 0.21, 0.20, 0.20, 0.18, 0.23, 0.20, 0.24, 0.41, 0.20, 0.21, 0.24, 0.21, 0.20, 0.23, 0.21, 0.20, 0.22, 0.22, 0.23, 0.20, 0.20, 0.19, 0.21, 0.20, 0.21, 0.22]
}